# 1
{
  "formula": "C5H14N2O2S",
  "method": "the ωB97M-V functional and the def2-TZVPD basis",
  "symbols": ["C", "C", "C", "C", "C", "N", "N", "O", "O", "S", "H", "H", "H", "H", "H", "H", "H", "H", "H", "H", "H", "H", "H", "H"],
  "xyz": [[0.978, 1.619, 0.079], [0.309, -0.103, 1.821], [2.200, -0.509, 0.200], [-0.250, -0.469, -0.582], [0.810, 0.154, 0.399], [-0.237, -1.898, -0.377], [-2.216, 0.382, -1.977], [-2.708, -1.089, 0.053], [-2.213, 1.358, 0.288], [-1.981, 0.077, -0.371], [1.038, 1.541, -1.029], [1.902, 1.898, 0.394], [0.236, 2.317, 0.424], [0.236, -1.212, 2.149], [-0.667, 0.473, 2.007], [1.007, 0.400, 2.396], [2.378, -1.281, 0.925], [2.233, -0.965, -0.724], [2.928, 0.317, 0.192], [-0.047, -0.258, -1.694], [-1.318, -2.092, -0.361], [0.245, -2.262, 0.451], [-3.213, 0.548, -2.235], [-1.650, 1.054, -2.430]],
  "forces_ev_per_a": [[-1.75, -1.18, -2.03], [-2.23, -0.59, -0.26], [-0.84, 1.55, 0.85], [2.39, -0.71, 0.13], [-1.44, -0.76, -0.04], [-2.97, -0.73, -0.90], [-2.80, -1.46, -0.77], [-0.80, 0.36, -0.23], [0.47, -1.35, 0.25], [0.23, 2.70, -0.39], [-0.08, 1.04, 0.41], [2.62, 1.27, 1.09], [-0.55, 0.01, -0.04], [0.07, 1.97, -0.59], [1.17, -1.18, -0.25], [1.51, 0.69, 1.81], [0.38, -0.12, 0.55], [0.23, -1.01, -2.20], [0.17, -0.78, 0.39], [-0.07, -0.01, 1.65], [2.99, -0.88, 0.35], [-0.62, 0.67, -0.40], [1.06, -0.28, 0.55], [0.85, 0.80, 0.06]],
  "lowdin_charge": [-0.047, -0.053, -0.021, -0.410, -0.577, 0.006, -0.094, -0.304, -0.326, 0.645, 0.106, 0.036, 0.085, 0.115, 0.104, 0.054, 0.080, 0.054, 0.090, 0.138, 0.091, 0.072, 0.101, 0.055],
  "lumo_energy_ha": 0.0184,
  "spin_multiplicity": 1,
  "smiles": "CC(C)(C)[C@@H](N)S(N)(=O)=O",
  "homo_lumo_gap_ev": 9.83
}


# 2
{
  "formula": "C8H13F3O2Si",
  "method": "the ωB97M-V functional and the def2-TZVPD basis",
  "symbols": ["C", "C", "C", "C", "C", "C", "C", "C", "O", "O", "F", "F", "F", "Si", "H", "H", "H", "H", "H", "H", "H", "H", "H", "H", "H", "H", "H"],
  "xyz": [[0.689, -0.895, 1.065], [0.607, -0.074, 0.101], [0.145, 1.508, 2.553], [-1.044, 0.888, 3.169], [-0.901, -2.484, -1.228], [1.953, -1.495, -2.121], [-0.614, 0.158, -2.976], [-0.121, 2.831, 1.816], [0.804, -1.687, 1.902], [1.221, 1.097, 2.702], [-1.346, 2.915, 1.342], [-0.186, 3.826, 2.771], [0.840, 3.165, 0.922], [0.146, -0.992, -1.595], [1.027, 0.863, 0.096], [-1.557, 1.598, 3.797], [-0.947, -0.117, 3.636], [-1.751, 0.831, 2.208], [-0.869, -3.042, -2.147], [-0.558, -3.178, -0.463], [-1.969, -2.338, -0.875], [1.760, -1.806, -3.212], [2.531, -0.522, -2.151], [2.347, -2.162, -1.444], [-0.866, -0.543, -3.754], [-1.392, 0.757, -2.595], [0.053, 0.898, -3.520]],
  "forces_ev_per_a": [[0.42, -1.27, 1.66], [-1.90, 0.16, -5.77], [-2.20, 0.62, 1.01], [-2.58, -0.66, -2.59], [-1.31, 0.01, 0.94], [-2.49, 3.02, -2.77], [2.59, -0.33, -0.24], [0.39, 1.80, 1.21], [0.22, -3.09, 3.31], [3.79, -0.70, -0.01], [-0.56, -0.58, -1.86], [1.19, -0.39, -0.04], [-1.20, -0.32, 0.60], [1.11, 1.85, 0.29], [1.00, 2.88, -0.02], [-0.18, 0.21, 0.41], [0.39, 0.97, -0.46], [0.95, -0.38, 2.15], [-0.44, -0.43, -0.56], [0.71, 0.19, 0.08], [1.05, 0.27, -0.92], [0.89, -0.11, 1.65], [-0.46, -1.15, 0.04], [1.11, -1.79, 1.01], [-0.89, -0.14, -0.40], [-1.43, 0.29, 0.29], [-0.20, -0.95, 1.01]],
  "lowdin_charge": [-0.377, -0.074, -0.441, 0.014, -0.187, -0.164, -0.181, -0.543, 0.140, 0.172, 0.156, 0.113, 0.148, 0.599, 0.035, 0.087, 0.110, 0.142, 0.018, 0.032, 0.062, 0.057, 0.050, -0.015, 0.006, -0.008, 0.050],
  "s_squared": 2.010,
  "lumo_energy_ha": [0.0228, -0.0868],
  "spin_multiplicity": 3,
  "homo_lumo_gap_ev": [5.40, 8.14]
}